Formula: C4H11NS
Source: OMol25
Level of theory: ωB97M-V with the def2-TZVPD basis set

Last column: Löwdin charge in e.
Cartesian coordinates (Å):
C 3.360 -1.066 -0.532  -0.108
C 2.248 -0.090 -0.858  -0.319
N 0.929 -0.612 -0.532  -0.082
C -0.025 0.423 -0.073  -0.313
C -1.133 -0.243 0.706  -0.552
S -2.710 0.701 0.660  0.674
H 4.326 -0.633 -0.758  0.067
H 3.216 -2.030 -1.025  0.068
H 3.267 -1.338 0.514  0.067
H 2.456 0.785 -0.221  0.106
H 2.351 0.310 -1.865  0.107
H 0.520 -0.965 -1.390  0.108
H 0.555 1.146 0.494  0.107
H -0.449 0.972 -0.916  0.096
H -0.911 -0.441 1.754  0.070
H -1.392 -1.209 0.283  0.060
H -2.366 1.563 1.625  -0.157

**Frontier orbital gap**: 10.119 eV
**E_tot**: -611.921820 Eh
**SMILES**: CCNCCS
**Highest occupied orbital energy**: -9.09 eV
**ΔE to the lowest compared entry with this formula, charge and spin**: 53.3 kJ/mol
**Multiplicity**: 1

Formula: C4H11NS
Source: OMol25
Level of theory: ωB97M-V with the def2-TZVPD basis set

Last column: Löwdin charge in e.
Cartesian coordinates (Å):
C 1.913 0.187 -0.778  -0.098
N 2.953 0.032 -1.457  -0.086
C 2.775 -0.227 -2.882  -0.144
H 1.945 0.340 0.301  0.050
H 0.898 0.319 -1.192  0.074
H 3.295 -1.156 -3.092  0.073
H 1.716 -0.167 -3.151  0.068
H 3.277 0.548 -3.456  0.069
C -0.419 -0.058 1.955  -0.451
S -1.884 -0.565 1.016  0.712
C -2.771 1.023 1.004  -0.424
H 0.049 0.807 1.494  0.011
H -0.734 0.259 2.954  0.036
H 0.294 -0.876 1.975  0.029
H -3.513 0.994 1.805  0.025
H -3.267 1.157 0.043  0.027
H -2.126 1.866 1.220  0.030

**Frontier orbital gap**: 9.534 eV
**E_tot**: -611.892398 Eh
**SMILES**: C=NC.CSC
**Highest occupied orbital energy**: -8.59 eV
**ΔE to the lowest compared entry with this formula, charge and spin**: 130.5 kJ/mol
**Multiplicity**: 1

Formula: C4H11NS
Source: OMol25
Level of theory: ωB97M-V with the def2-TZVPD basis set

Last column: Löwdin charge in e.
Cartesian coordinates (Å):
C 0.594 -1.742 0.149  -0.184
C 1.117 -0.364 0.358  -0.299
C 1.225 0.512 -0.631  -0.256
C 1.666 1.912 -0.374  -0.102
H 1.152 -2.374 -0.463  0.032
H -0.425 -1.813 -0.267  0.016
H 0.740 -2.327 1.251  0.144
H 1.255 0.095 1.328  0.096
H 1.103 0.282 -1.648  0.097
H 0.838 2.523 -0.723  0.068
H 2.599 2.157 -0.924  0.086
H 1.729 2.029 0.723  0.080
N -3.289 -0.251 0.318  -0.413
S -1.583 0.143 0.369  0.753
H -3.398 -1.095 0.915  0.015
H -4.038 0.455 0.452  0.026
H -1.287 -0.141 -0.832  -0.159

**Frontier orbital gap**: 9.539 eV
**E_tot**: -611.850701 Eh
**SMILES**: C/C=C/C.NS
**Highest occupied orbital energy**: -8.82 eV
**ΔE to the lowest compared entry with this formula, charge and spin**: 240.0 kJ/mol
**Multiplicity**: 1

Formula: C4H11NS
Source: OMol25
Level of theory: ωB97M-V with the def2-TZVPD basis set

Last column: Löwdin charge in e.
Cartesian coordinates (Å):
C 2.059 0.509 0.163  -0.149
N 0.710 1.040 -0.057  -0.127
C -0.191 -0.064 0.067  -0.534
C -0.364 -0.820 -1.295  -0.116
C -1.654 0.451 0.703  -0.521
S -2.667 -1.031 0.724  0.706
H 2.422 -0.420 -0.246  0.072
H 2.797 1.346 0.053  0.083
H 2.180 0.406 1.307  0.096
H 0.561 1.613 0.830  0.119
H 0.297 -0.782 0.723  0.095
H -1.307 -1.360 -1.559  0.047
H -0.362 0.027 -2.073  0.092
H 0.514 -1.392 -1.703  0.074
H -1.314 1.223 1.550  0.111
H -2.024 1.101 -0.181  0.089
H -1.658 -1.848 0.995  -0.137

**Frontier orbital gap**: 10.012 eV
**E_tot**: -611.861085 Eh
**SMILES**: CN[C@H](C)CS
**Highest occupied orbital energy**: -9.09 eV
**ΔE to the lowest compared entry with this formula, charge and spin**: 212.8 kJ/mol
**Multiplicity**: 1

Formula: C4H11NS
Source: OMol25
Level of theory: ωB97M-V with the def2-TZVPD basis set

Last column: Löwdin charge in e.
Cartesian coordinates (Å):
N -2.533 -0.539 0.714  0.006
C -1.234 -0.241 1.297  -0.302
C -0.671 1.089 0.734  -0.213
C -0.395 0.991 -0.785  -0.262
C 0.532 -0.200 -1.179  -0.563
S 2.159 -0.331 -0.356  0.689
H -2.495 -0.284 -0.257  0.042
H -2.946 -1.419 0.955  0.062
H -0.463 -0.999 1.166  0.080
H -1.353 -0.092 2.378  0.107
H 0.226 1.290 1.323  0.092
H -1.317 1.960 0.858  0.107
H -1.268 0.826 -1.420  0.097
H 0.081 1.942 -1.047  0.103
H -0.017 -1.103 -0.925  0.055
H 0.760 -0.131 -2.240  0.054
H 1.906 -1.557 0.113  -0.155

**Frontier orbital gap**: 9.801 eV
**E_tot**: -611.925717 Eh
**SMILES**: NCCCCS
**Highest occupied orbital energy**: -8.92 eV
**ΔE to the lowest compared entry with this formula, charge and spin**: 43.1 kJ/mol
**Multiplicity**: 1

Formula: C4H11NS
Source: OMol25
Level of theory: ωB97M-V with the def2-TZVPD basis set

Last column: Löwdin charge in e.
Cartesian coordinates (Å):
C -0.399 -1.527 -1.196  -0.162
C 0.113 -0.341 -2.005  -0.557
S 0.204 1.272 -1.155  0.815
C 1.083 0.794 0.395  -0.528
N 0.269 0.250 1.411  -0.194
C -0.829 1.018 1.969  -0.133
H 0.390 -1.896 -0.532  0.062
H -0.642 -2.346 -1.877  0.069
H -1.270 -1.260 -0.611  0.064
H -0.534 -0.144 -2.857  0.058
H 1.113 -0.542 -2.366  0.057
H 1.651 1.666 0.727  0.070
H 1.813 0.056 0.034  0.080
H 0.392 -0.672 1.781  0.104
H -1.308 1.610 1.199  0.046
H -0.470 1.726 2.731  0.075
H -1.575 0.334 2.352  0.075

**Frontier orbital gap**: 9.245 eV
**E_tot**: -611.919084 Eh
**SMILES**: CCSCNC
**Highest occupied orbital energy**: -8.24 eV
**ΔE to the lowest compared entry with this formula, charge and spin**: 60.5 kJ/mol
**Multiplicity**: 1

LUMO energy, record by record: 1.02 0.94 0.72 0.93 0.88 1.01 eV